(1)
{
  "formula": "C6H7F",
  "method": "ωB97M-V/def2-TZVPD",
  "elements": ["C", "C", "C", "C", "C", "C", "F", "H", "H", "H", "H", "H", "H", "H"],
  "xyz": [[-2.5000, -0.4013, -1.7022], [-1.4267, -0.3111, -0.9258], [-0.7536, -0.3775, 0.0779], [1.8342, -0.0523, -0.1875], [-0.2241, -0.2818, 1.4432], [2.2866, 1.1287, 0.0580], [2.3485, -1.2238, -0.7430], [-3.4296, -0.1113, -1.2570], [-0.6978, -0.9854, 2.1673], [0.7519, -0.5575, 1.3350], [-0.1484, 0.7174, 1.8878], [1.4419, 1.7546, 0.5031], [3.1468, 1.6738, -0.2517], [-2.6297, -0.9723, -2.4052]],
  "forces_ev_per_angstrom": [[-0.6, 5.1, 5.8], [0.4, -0.4, 0.7], [0.3, 1.0, 1.7], [1.2, -3.1, -1.8], [-1.9, -0.3, 0.6], [-1.9, 1.8, 0.6], [-0.6, 2.4, 0.9], [-0.4, 0.7, 0.2], [0.0, 0.6, -0.6], [2.6, -1.1, 0.6], [-0.6, 0.0, -0.3], [1.4, -0.6, -0.5], [0.8, -0.1, -0.2], [-0.7, -5.8, -7.8]],
  "homo_ev": [-7.80, -9.19],
  "multiplicity": 1,
  "lumo_ha": [-0.011, -0.010],
  "relative_energy_kcal_mol": 170.0,
  "homo_lumo_gap_ev": [7.51, 8.93]
}

(2)
{
  "formula": "C6H7F2NO3S",
  "method": "ωB97M-V/def2-TZVPD",
  "elements": ["C", "C", "C", "C", "C", "C", "N", "O", "O", "O", "F", "F", "S", "H", "H", "H", "H", "H", "H", "H"],
  "xyz": [[1.6877, -0.4113, -1.7320], [1.7283, 0.2793, -2.9034], [1.0720, 0.0313, -0.4283], [2.8683, -1.5092, -3.2571], [0.7191, -0.5470, 1.6810], [-1.9927, 1.0860, -1.2156], [2.4322, -1.5461, -1.9461], [0.7685, 1.1755, -0.1387], [2.3992, -0.3735, -3.8485], [1.1317, -0.9962, 0.3533], [1.0567, 1.3331, -3.3120], [4.0288, -1.9258, -3.6500], [-1.5965, -0.6823, -0.9483], [0.8447, -1.5364, 2.2216], [-0.4035, -0.1033, 1.6449], [1.3710, 0.3893, 1.9818], [-1.0815, 1.5376, -0.9453], [-2.8567, 1.2761, -0.4053], [-2.5268, 0.9982, -2.2222], [3.0513, -1.7118, -1.1741]],
  "forces_ev_per_angstrom": [[-1.5, 3.4, -0.8], [-1.3, 0.0, 1.1], [1.5, 0.9, -3.0], [-2.5, -1.6, -0.8], [-0.9, 0.5, 0.7], [-3.9, -2.7, 0.7], [0.9, -0.9, 1.2], [0.3, -0.8, -0.3], [0.7, 1.1, -0.8], [-0.5, 0.4, 2.6], [0.5, -0.3, 0.2], [1.8, 0.1, 0.2], [-0.7, 0.0, -0.1], [-0.3, 1.8, 0.1], [2.6, -1.5, 0.1], [-1.1, -2.3, -0.2], [0.7, 1.5, -0.5], [1.9, -0.1, -1.7], [1.2, 1.3, 1.2], [0.7, -0.7, 0.1]],
  "homo_ev": [-9.08, -6.68],
  "multiplicity": 1,
  "lumo_ha": [0.017, -0.068],
  "relative_energy_kcal_mol": 74.0,
  "homo_lumo_gap_ev": [9.55, 4.84]
}

(3)
{
  "formula": "C6H7F4N3O",
  "method": "ωB97M-V/def2-TZVPD",
  "elements": ["C", "C", "C", "C", "C", "C", "N", "N", "N", "O", "F", "F", "F", "F", "H", "H", "H", "H", "H", "H", "H"],
  "xyz": [[3.6250, 1.3785, -1.6324], [3.2492, 0.7414, 0.3530], [-2.7201, -0.8056, 0.5857], [-1.2667, -1.3335, 0.8442], [-0.3253, -0.6792, -0.1562], [3.2385, -1.7835, 0.0098], [3.5478, 1.8055, -0.4107], [3.3301, 0.0520, -1.6363], [3.2468, -0.3824, -0.3677], [0.2798, 0.3424, -0.0630], [-0.8766, -1.0597, 2.0660], [-0.3370, -1.3104, -1.3874], [2.5611, -1.9100, 1.2016], [2.4599, -2.3966, -0.9196], [3.8207, 1.9918, -2.5285], [3.2248, 0.7743, 1.3502], [-3.0328, -0.1233, 1.2978], [-2.8405, -0.4307, -0.4391], [-3.4585, -1.5477, 0.6702], [-1.2589, -2.5238, 0.6543], [3.1308, -0.5208, -2.5409]],
  "forces_ev_per_angstrom": [[-0.7, -0.4, -0.2], [1.2, -0.3, -3.3], [1.4, -0.9, -1.8], [-1.5, -2.8, -2.8], [0.4, 1.1, -1.1], [1.8, -1.0, 0.4], [0.1, 1.1, 0.7], [0.4, -1.3, -3.5], [-1.9, 1.2, 0.0], [-0.5, -1.2, 0.3], [0.7, 0.4, 2.1], [-0.3, 0.1, 1.1], [-0.3, 0.8, -0.2], [-0.8, -0.2, -0.7], [-0.2, -0.7, 0.6], [-0.3, -0.2, 3.6], [0.0, 1.9, 1.3], [0.2, 0.2, 0.3], [-0.6, -1.6, 0.1], [0.2, 2.7, 0.4], [0.6, 0.8, 2.9]],
  "homo_ev": [-7.19, -7.18],
  "multiplicity": 1,
  "lumo_ha": [0.021, 0.021],
  "relative_energy_kcal_mol": 64.9,
  "homo_lumo_gap_ev": [7.76, 7.76]
}

(4)
{
  "formula": "C6H7FN2",
  "method": "ωB97M-V/def2-TZVPD",
  "elements": ["C", "C", "C", "C", "C", "C", "N", "N", "F", "H", "H", "H", "H", "H", "H", "H"],
  "xyz": [[0.8238, -3.1897, -0.3613], [0.9567, 0.8242, -1.2157], [-0.4727, 0.0169, 0.8164], [-0.1402, -2.2734, -0.0429], [-0.3353, 0.8864, -0.5253], [-0.2115, 0.0059, -1.6752], [1.7890, -3.7397, -0.5662], [0.0832, -1.2744, 0.7903], [-0.8418, -0.1018, -2.8397], [1.5335, 1.6254, -1.7483], [1.6441, 0.1907, -0.6484], [-0.3036, 0.5987, 1.6714], [-1.5593, -0.0647, 0.7357], [-1.1739, -2.4694, -0.3417], [-1.1573, 1.7325, -0.5887], [1.0353, -1.4674, 1.1041]],
  "forces_ev_per_angstrom": [[-1.4, 1.6, 0.5], [1.9, -0.4, -1.5], [-2.4, 0.7, -2.5], [-4.1, -0.1, -2.4], [-3.3, 0.3, 0.8], [1.3, 0.0, 0.3], [3.0, -2.3, -0.7], [3.1, 0.2, 2.5], [-0.1, 0.6, 0.0], [-1.2, -0.6, 0.4], [0.2, 0.2, -0.1], [0.9, 0.4, 1.3], [-0.2, -0.5, 0.6], [0.4, 0.1, 0.0], [2.1, -1.5, 0.2], [-0.2, 1.4, 0.6]],
  "homo_ev": [-8.35, -7.40],
  "multiplicity": 1,
  "lumo_ha": [-0.001, 0.000],
  "relative_energy_kcal_mol": 125.8,
  "homo_lumo_gap_ev": [8.33, 7.40]
}

(5)
{
  "formula": "C6H7FN2O3",
  "method": "ωB97M-V/def2-TZVPD",
  "elements": ["C", "C", "C", "C", "C", "C", "N", "N", "O", "O", "O", "F", "H", "H", "H", "H", "H", "H", "H"],
  "xyz": [[-0.1874, -1.0574, -2.2014], [0.5236, -1.5871, -1.0744], [-1.2849, -0.2780, -2.0029], [0.1892, -1.1723, 0.1517], [-0.6823, -0.0826, 0.3281], [1.6225, 1.2170, 1.1658], [-1.4748, 0.2439, -0.7340], [-1.0865, 0.4509, 1.6223], [-0.4212, 0.0618, 2.5770], [-2.0289, 1.1799, 1.6162], [0.5473, 1.5062, 0.4639], [0.9596, -1.6007, 1.2509], [-0.0182, -1.4759, -3.2082], [1.2525, -2.4448, -1.0648], [-1.7001, 0.4645, -2.7084], [2.2050, 0.4083, 0.7945], [1.5283, 1.1030, 2.2777], [2.1819, 2.1129, 1.2641], [-2.1257, 0.9504, -0.5183]],
  "forces_ev_per_angstrom": [[-0.7, -1.5, -1.0], [0.1, -1.5, 0.0], [1.4, 2.8, 0.7], [2.2, -0.5, 2.2], [0.7, 2.3, -0.4], [1.3, 0.5, 2.4], [1.1, -2.0, 0.8], [1.6, -2.1, 0.4], [-1.1, 0.5, -0.3], [-1.5, 1.3, 0.3], [-3.3, -1.1, -1.5], [-1.6, 0.3, -2.1], [0.2, 0.5, 0.7], [-0.6, 1.2, -0.6], [-0.2, -1.5, -0.2], [0.9, -0.7, -0.4], [-0.8, -0.7, -0.3], [1.4, 1.1, -0.6], [-1.0, 1.0, 0.0]],
  "homo_ev": [-8.34, -8.35],
  "multiplicity": 1,
  "lumo_ha": [-0.024, -0.024],
  "relative_energy_kcal_mol": 156.6,
  "homo_lumo_gap_ev": [7.70, 7.70]
}

(6)
{
  "formula": "C6H7FN4",
  "method": "ωB97M-V/def2-TZVPD",
  "elements": ["N", "C", "F", "N", "C", "N", "C", "C", "C", "C", "N", "H", "H", "H", "H", "H", "H", "H"],
  "xyz": [[-0.9380, 1.5944, -1.4892], [-0.7672, 0.3381, -1.1858], [-1.7738, -0.2698, -0.6005], [0.2310, -0.4487, -1.6295], [0.5649, -1.7020, -1.1550], [0.5010, -2.0140, 0.1109], [0.1693, -1.1806, 1.1222], [-0.2133, 0.1578, 1.1530], [-0.3866, 0.8021, 2.3326], [0.1554, -0.2181, 3.1373], [0.4925, -1.3154, 2.4067], [-0.2509, 2.1611, -1.9809], [-1.8195, 2.0597, -1.2656], [0.7707, -0.1323, -2.4382], [0.9637, -2.4114, -1.8729], [0.7728, -2.9572, 0.4211], [-0.7242, 1.7894, 2.5719], [0.4009, -0.1867, 4.1863]],
  "forces_ev_per_angstrom": [[0.0, -0.2, -0.2], [-0.9, 0.7, 0.3], [0.4, 0.1, -0.5], [0.4, -0.4, -0.3], [-0.1, 0.1, 0.4], [0.2, -0.6, -0.8], [-0.5, 0.6, 2.9], [0.0, 2.2, -0.8], [-0.4, -0.5, -0.6], [-0.2, 0.0, 0.0], [1.0, -1.9, -0.7], [0.1, -0.2, 0.1], [0.1, -0.2, 0.0], [-0.2, 0.0, 0.1], [0.0, 0.0, 0.1], [0.1, 0.1, -0.3], [0.0, 0.2, 0.0], [0.1, 0.0, 0.1]],
  "homo_ev": [-17.44, -17.30],
  "multiplicity": 1,
  "charge": 2,
  "lumo_ha": [-0.376, -0.396],
  "homo_lumo_gap_ev": [7.22, 6.53]
}

(7)
{
  "formula": "C6H7FO",
  "method": "ωB97M-V/def2-TZVPD",
  "elements": ["C", "C", "C", "C", "C", "F", "C", "O", "H", "H", "H", "H", "H", "H", "H"],
  "xyz": [[-1.9170, -1.1748, 0.0829], [-0.5967, -0.9641, 0.0418], [0.0504, 0.2754, -0.0159], [-0.8404, 1.4759, -0.0024], [1.3974, 0.4096, 0.0929], [1.9800, 1.6643, 0.0868], [2.4459, -0.6512, -0.0439], [2.3839, -1.8518, 0.0760], [-2.4077, -2.2145, -0.0247], [-2.7150, -0.4309, 0.1232], [0.1398, -1.8070, -0.1562], [-1.3656, 1.6263, 1.0100], [-0.2938, 2.3684, -0.2463], [-1.6979, 1.3977, -0.8309], [3.4365, -0.1233, -0.1934]],
  "forces_ev_per_angstrom": [[-1.3, -1.8, -0.4], [0.4, -3.6, -1.2], [0.7, 2.7, 1.1], [-2.4, 0.6, -0.7], [-0.5, -0.3, -0.9], [-0.6, -1.1, 0.0], [1.1, 0.9, 0.7], [-0.5, 0.6, -0.2], [1.4, 1.6, 0.3], [0.7, 0.2, 0.2], [-1.4, 0.7, 0.7], [0.8, -0.3, -1.5], [0.2, 0.4, 0.1], [1.9, 0.0, 1.9], [-0.5, -0.5, -0.1]],
  "homo_ev": -9.20,
  "multiplicity": 1,
  "lumo_ha": -0.021,
  "relative_energy_kcal_mol": 40.5,
  "homo_lumo_gap_ev": 8.62
}

(8)
{
  "formula": "C6H7FO",
  "method": "ωB97M-V/def2-TZVPD",
  "elements": ["F", "C", "C", "C", "C", "C", "C", "H", "H", "H", "H", "H", "O", "H", "H"],
  "xyz": [[0.0000, 0.0000, 0.0000], [1.3156, 0.0453, 0.0962], [1.9339, 1.2866, -0.1697], [3.3221, 1.4476, -0.1084], [4.1109, 0.3457, 0.3605], [3.4420, -0.9223, 0.5997], [2.0503, -1.0424, 0.4055], [1.3047, 2.1250, -0.4967], [3.8487, 2.3952, -0.2824], [5.1469, 0.5217, 0.6788], [4.0606, -1.7450, 0.9819], [1.6440, -2.0403, 0.6173], [10.6410, 0.8327, 1.1292], [9.8693, 0.2997, 1.4269], [10.4161, 1.1028, 0.2101]],
  "forces_ev_per_angstrom": [[-1.0, -0.3, 0.0], [1.2, 2.2, -0.7], [0.1, 0.3, -0.6], [0.5, -1.5, 1.2], [-2.0, -0.8, 0.3], [1.2, 2.4, -0.4], [1.7, -2.1, 1.0], [0.2, -0.4, 0.3], [-0.6, -0.3, 0.0], [-0.4, -0.4, -0.5], [-0.6, 0.2, -0.3], [-0.3, 0.7, -0.2], [-1.0, -0.3, -0.6], [0.8, 0.6, -0.4], [0.2, -0.3, 1.0]],
  "homo_ev": -9.23,
  "multiplicity": 1,
  "lumo_ha": 0.020,
  "relative_energy_kcal_mol": 2.6,
  "homo_lumo_gap_ev": 9.78
}

(9)
{
  "formula": "C6H7I",
  "method": "ωB97M-V/def2-TZVPD",
  "elements": ["C", "C", "C", "C", "C", "C", "I", "H", "H", "H", "H", "H", "H", "H"],
  "xyz": [[0.2511, -1.9393, 0.0124], [1.4365, -0.2480, 0.5532], [0.3759, 0.7088, 0.2002], [0.6669, 2.0286, 0.0780], [-1.0041, -1.2447, -0.1239], [-1.0059, 0.3032, -0.0597], [3.3320, -0.2312, -0.1113], [0.4292, -2.9486, 0.0488], [-0.1163, 2.5764, -0.2812], [1.6172, 2.5800, 0.3871], [-1.4899, -1.4982, -1.0961], [-1.6254, -1.5151, 0.7789], [-1.7048, 0.7365, 0.6812], [-1.1622, 0.6917, -1.0677]],
  "forces_ev_per_angstrom": [[2.6, 6.1, 0.8], [-4.7, -3.2, -1.8], [3.9, 1.1, 1.3], [2.7, -0.5, 1.4], [-2.4, 0.0, 0.6], [0.5, -1.1, -0.5], [0.6, 0.2, 0.1], [0.7, -2.1, 0.3], [-1.8, 2.0, -0.8], [-1.3, -1.2, -0.7], [-0.1, -0.4, 0.9], [-0.1, -0.4, -1.1], [0.3, -0.4, -0.6], [-0.7, 0.1, 0.2]],
  "homo_ev": [-7.79, -7.96],
  "multiplicity": 1,
  "lumo_ha": [0.016, -0.025],
  "relative_energy_kcal_mol": 124.9,
  "homo_lumo_gap_ev": [8.23, 7.26]
}

(10)
{
  "formula": "C6H7IN2",
  "method": "ωB97M-V/def2-TZVPD",
  "elements": ["C", "C", "C", "I", "N", "C", "C", "N", "C", "H", "H", "H", "H", "H", "H", "H"],
  "xyz": [[-0.1049, -2.0047, -0.8734], [-0.4276, -0.9641, -0.1056], [-1.5149, -0.9648, 0.8641], [-3.2774, -0.0291, -0.0387], [0.3896, 0.1964, -0.0550], [0.0844, 1.4522, 0.5586], [1.0699, 2.3119, 0.2294], [1.9608, 1.6737, -0.5463], [1.5610, 0.4708, -0.7692], [0.8066, -1.7458, -1.4805], [-0.3892, -3.0054, -0.9876], [-1.6840, -1.9943, 1.0200], [-1.2005, -0.3342, 1.6832], [-0.5999, 1.7285, 1.3252], [1.0032, 3.4071, 0.3111], [2.3229, -0.1979, -1.1356]],
  "forces_ev_per_angstrom": [[3.0, 2.5, -1.1], [0.6, -0.4, -0.1], [-0.2, 1.1, -0.9], [0.3, -0.3, 0.4], [0.2, 1.5, -0.2], [0.4, -0.8, 0.0], [-1.1, 0.6, -0.5], [1.6, 0.9, -1.4], [0.1, -0.1, 1.5], [-1.0, -0.7, 0.3], [-1.2, -0.9, 0.4], [-0.9, -0.8, 0.9], [-0.6, -0.4, 0.6], [-1.1, -0.7, 0.0], [0.5, -0.7, 0.5], [-0.8, -0.7, -0.4]],
  "homo_ev": -8.95,
  "multiplicity": 1,
  "lumo_ha": -0.004,
  "relative_energy_kcal_mol": 0.0,
  "homo_lumo_gap_ev": 8.84
}

Number 1: F_max 9.74 eV/Å, calculated total energy -9044.4833 eV. Number 2: F_max 4.79 eV/Å, calculated total energy -30232.6654 eV. Number 3: F_max 4.25 eV/Å, calculated total energy -23719.4535 eV. Number 4: F_max 4.76 eV/Å, calculated total energy -12027.2572 eV. Number 5: F_max 3.73 eV/Å, calculated total energy -18169.0184 eV. Number 6: F_max 3.02 eV/Å, calculated total energy -14990.2527 eV. Number 7: F_max 3.79 eV/Å, calculated total energy -11098.2736 eV. Number 8: F_max 2.90 eV/Å, calculated total energy -11099.9161 eV. Number 9: F_max 6.66 eV/Å, calculated total energy -14429.2974 eV. Number 10: F_max 4.06 eV/Å, calculated total energy -17414.4858 eV.